No. 1
Molecular formula: C2H5N5
Method: DFT, the ωB97M-V functional and the def2-TZVPD basis

Last column: Löwdin charge in e.
Atoms and positions in Å:
H 1.68413 -2.05939 0.53127  0.072
N -2.33663 0.18726 -0.28178  0.123
N -0.13531 -0.43345 -0.64131  0.066
H -2.62342 -0.30385 -1.11089  0.098
H 3.05172 -1.19120 -0.39449  0.063
N 1.24377 -0.32912 -0.53284  -0.123
N 0.47322 1.67956 1.10874  0.079
N -0.67802 1.39403 0.86219  -0.019
C 2.00984 -1.25200 -0.11954  -0.049
H 1.20036 1.05490 0.60556  0.054
C -1.00033 0.27619 -0.03131  -0.451
H -2.88934 0.97708 0.00440  0.088

Forces on atoms 1 to 3 (eV/Å):
-0.19 -0.36 -0.30
0.07 0.00 0.20
0.40 -1.12 0.63

Computed properties:
**E**: -9602.0934 eV
**Highest occupied orbital energy**: -8.514 eV
**Net charge**: 0


No. 2
Molecular formula: C55H139N9O13
Method: DFT, the ωB97M-V functional and the def2-TZVPD basis

Last column: Löwdin charge in e.
Atoms and positions in Å:
O 15.62022 -9.18886 12.57013  -0.194
H 15.74368 -8.01504 14.22509  0.087
H 9.79789 -7.37055 1.31355  0.089
C 9.77846 -2.27288 8.76160  -0.427
C 11.11343 -3.88108 16.09516  -0.070
O 11.18390 -6.80025 8.32812  -0.016
C 8.62279 -9.63815 -0.50960  -0.014
H 11.12765 -10.19408 11.54166  0.086
H 11.49852 -6.93124 4.77232  0.070
C 12.29003 -7.30873 5.42717  -0.018
H 11.21016 -12.23320 2.20799  0.077
H 9.91601 -9.17614 10.89074  0.079
H 9.59102 -5.83995 6.13841  0.063
H 10.48045 -7.30207 -2.28612  0.079
H 7.95929 -1.54324 8.08790  0.070
C 16.33342 -5.38950 5.41013  -0.057
H 2.78773 -9.04111 2.23416  0.074
O 13.98551 -3.66862 8.48259  -0.130
C 11.61828 -13.85500 7.90104  -0.387
H 6.71334 -7.51949 1.26091  0.119
C 8.81595 -6.88556 1.31456  -0.177
C 9.87243 -3.58900 7.95832  -0.196
C 8.60995 -5.05233 -2.03967  -0.029
H 8.62908 -4.68307 15.23838  0.129
H 7.19899 -11.34268 2.59827  0.102
C 10.01641 -9.64020 5.32164  -0.168
C 7.67004 -12.34170 10.61158  -0.412
H 16.82679 -11.15633 4.91416  0.090
H 9.45610 -4.64468 -2.59214  0.076
H 10.57767 -15.67406 5.68892  0.088
N 3.60095 -11.68128 4.10057  -0.120
H 7.78046 -2.64579 9.29191  0.074
H 11.70409 -4.72342 16.46110  0.076
H 7.48299 -12.10326 8.43121  0.062
H 13.69327 -12.16921 11.09628  0.046
H 4.24658 -14.03712 5.10259  0.086
H 11.14883 -3.58189 5.49932  0.096
H 10.98680 -5.99624 7.81520  0.062
C 9.47758 -6.06307 12.44358  -0.122
O 13.74715 -6.73634 12.00952  -0.121
H 15.29834 -5.04915 9.07194  0.085
H 10.18889 -1.47588 8.13983  0.130
C 9.56970 -15.42849 6.04893  -0.142
H 7.92680 -6.43171 6.15365  0.091
H 11.89208 -14.31719 10.01956  0.075
C 10.55579 -10.02220 10.61524  -0.125
H 3.96929 -10.68929 6.72380  0.084
H 13.31518 -12.92346 8.64071  0.048
H 15.73412 -10.45372 5.95925  0.078
C 13.15201 -7.58286 11.03662  -0.168
C 10.42174 -6.68195 -1.39682  -0.022
C 4.84936 -10.68870 6.07675  -0.012
H 12.67854 -6.41670 5.93397  0.078
C 8.79584 -11.44940 11.14533  -0.234
H 8.70938 -8.51105 9.05976  0.066
H 13.05657 -3.56101 8.25259  0.019
C 6.05582 -12.06633 4.35701  -0.129
C 14.21924 -4.89970 9.13283  -0.147
H 10.95113 -5.73501 -1.52820  0.083
H 11.33680 -11.29894 0.58424  0.084
H 5.55967 -7.96609 -0.78822  0.093
H 10.91631 -7.13267 -0.53533  0.052
C 8.96578 -6.73708 6.03951  -0.007
H 15.78204 -7.88939 6.14377  0.114
H 13.79951 -9.05246 6.81760  0.075
H 9.63270 -5.08771 0.65557  0.118
H 16.29648 -4.53043 4.74069  0.081
H 8.19019 -13.26536 10.34387  0.127
C 4.70116 -11.83385 5.04872  -0.502
C 11.07970 -14.17677 9.30015  -0.058
C 16.64611 -6.63640 4.62161  -0.400
C 7.70203 -7.88552 0.97711  -0.130
H 8.69393 -6.76906 8.85714  0.064
H 3.12980 -9.05288 3.90755  0.078
C 3.52705 -9.40459 2.94881  -0.022
C 5.05842 -11.29769 2.20807  -0.139
H 8.41791 -10.52501 11.61628  0.121
C 6.94430 -11.85174 9.34697  -0.052
O 9.40983 -14.44915 7.01618  -0.166
C 13.05838 -8.48894 7.39327  -0.039
H 15.23763 -7.76989 3.67850  0.072
H 4.83563 -9.76342 5.49419  0.073
C 9.44557 -4.96011 14.56537  -0.195
C 11.45101 -9.60966 5.86282  -0.114
H 5.06671 -12.29256 1.75547  0.123
C 8.48363 -7.71435 8.35019  -0.016
H 17.22415 -10.04304 11.55841  0.126
C 3.71066 -10.93477 2.83984  -0.498
C 16.72166 -10.25503 5.51644  -0.106
H 11.95532 -12.03071 8.57165  0.052
H 16.31438 -11.85156 10.60759  0.131
H 12.17304 -9.84403 5.08083  0.121
O 10.11727 -10.45009 2.10803  -0.147
H 5.90207 -9.55695 -0.09701  0.057
H 5.17701 -10.58345 1.39087  0.088
H 9.76492 -9.03148 4.44932  0.087
C 2.61069 -11.46897 1.92059  -0.045
C 6.25850 -8.79957 -0.79494  -0.027
H 12.92165 -9.18011 8.23520  0.059
H 6.29016 -9.21381 -1.80529  0.085
H 14.14769 -9.71007 10.14027  0.034
H 2.90034 -12.47965 1.62815  0.084
O 8.08372 -7.72793 -2.73823  -0.020
H 14.61793 -7.09342 12.21148  0.052
C 16.26746 -10.33734 12.00042  -0.197
H 7.15046 -13.15979 12.38685  0.071
H 12.88636 -8.55446 11.44956  0.066
O 11.17697 -3.92904 7.50294  -0.252
H 6.79518 -10.76968 9.26635  0.070
H 11.32654 -9.68779 9.92228  0.070
H 1.58122 -11.30049 2.22453  0.084
H 9.70620 -2.90960 13.28774  0.050
H 2.64407 -10.91743 0.97170  0.084
H 12.28680 -7.10348 10.57331  0.067
H 15.69064 -9.89562 9.27170  0.085
H 17.67047 -6.63120 4.23591  0.137
H 17.42480 -10.21462 6.34997  0.088
H 16.50586 -11.07628 12.77030  0.121
H 7.88933 -8.72897 1.65023  0.101
H 6.86208 -11.86281 5.06298  0.110
C 10.77130 -11.54627 1.48253  -0.153
H 9.06230 -9.90839 7.19783  0.107
H 10.31635 -3.50534 16.73299  0.080
H 9.73241 -10.66490 5.08409  0.100
C 13.09933 -5.82184 1.52198  -0.184
O 16.78083 -9.08955 4.73426  -0.171
C 7.68933 -8.41164 -0.45887  -0.502
H 8.99208 -6.02012 11.46691  0.080
H 13.64177 -5.72003 8.69261  0.050
H 9.97016 -12.16514 1.04862  0.074
C 9.35625 -7.78544 7.10105  -0.492
H 14.45601 -11.08401 9.00868  0.054
H 8.83347 -8.33778 -2.85756  0.085
H 6.34851 -10.10278 3.36469  0.102
H 10.39916 -13.46289 9.76100  0.053
O 2.28899 -11.66139 4.63842  -0.008
O 14.46440 -5.67531 1.21293  -0.125
N 12.53131 -12.68796 8.04561  0.041
H 8.81798 -9.95533 -1.53603  0.082
H 5.73830 -10.65460 6.70503  0.061
H 9.60748 -9.36321 -0.12874  0.063
H 12.56092 -4.87495 1.56677  0.076
C 8.78151 -5.69898 0.34968  -0.109
H 15.67099 -9.70658 14.62123  0.094
H 11.38385 -4.51419 14.01037  0.134
C 6.26337 -11.17379 3.13753  -0.170
C 10.49295 -2.40046 10.07305  -0.048
H 8.71795 -6.63400 2.37558  0.103
H 11.49749 -2.09513 6.62686  0.092
C 11.81168 -8.28108 6.52769  -0.481
H 12.68579 -3.29101 6.20458  0.088
H 12.60983 -6.49304 0.80547  0.054
N 15.65932 -6.85751 3.54589  0.051
C 16.66757 -7.93330 5.49436  -0.231
H 13.49199 -7.64004 7.91935  0.056
H 6.10255 -13.11990 4.07643  0.117
H 9.02754 -15.30697 5.09962  0.085
H 10.63517 -9.67599 1.86775  0.062
H 16.17059 -6.96101 2.67433  0.087
H 10.55465 -15.13915 9.29097  0.079
C 15.52457 -11.17535 10.94626  -0.399
H 11.52190 -2.75110 9.96187  0.077
H 2.05329 -12.58834 4.51568  0.102
H 9.21203 -7.07087 5.03239  0.059
H 4.41658 -8.77137 2.86868  0.070
N 8.03357 -7.33089 -1.40849  -0.127
H 10.58325 -1.50445 10.69236  0.083
H 3.47910 -13.08868 6.32111  0.076
N 14.48949 -11.93760 11.67937  0.040
C 16.07667 -9.00162 13.89221  -0.113
H 12.81465 -6.40965 2.40589  0.059
H 9.22853 -7.04186 12.87472  0.085
H 14.12133 -11.29757 12.37874  0.065
N 8.37341 -1.90914 8.93254  0.042
C 14.87179 -10.42661 9.77259  -0.055
H 13.10448 -7.64836 4.78887  0.066
H 12.19333 -14.65097 7.42643  0.135
C 4.40837 -13.17939 5.75213  -0.039
H 16.88419 -5.18556 6.32708  0.080
C 8.98506 -6.23236 -1.10416  -0.470
C 9.03442 -9.13420 6.41919  -0.134
N 10.77159 -7.82572 7.43649  -0.078
C 11.61847 -3.15054 6.38774  -0.064
H 5.26403 -13.29244 6.42343  0.084
O 8.99585 -4.99624 13.20514  -0.203
N 6.70399 -12.54223 11.71320  0.041
H 7.84351 -5.15139 0.36176  0.116
H 9.21458 -3.59536 7.08042  0.121
H 9.97898 -3.07730 10.76504  0.073
H 11.89442 -3.11209 16.14947  0.072
H 9.21512 -16.40960 6.38224  0.089
H 14.91405 -5.77542 2.07104  0.020
H 10.06324 -12.50614 7.39336  0.115
H 8.19121 -10.37134 0.16710  0.081
O 9.79346 -11.12315 10.21503  -0.189
H 9.48248 -4.42121 8.55211  0.117
H 6.71060 -11.62407 12.15651  0.067
H 10.56177 -6.05304 12.27397  0.082
H 17.16813 -8.94862 13.93541  0.093
H 13.81584 -7.57398 10.16654  0.064
H 7.81151 -5.37499 -2.70894  0.078
H 9.22358 -11.95356 12.02840  0.129
H 13.93200 -4.83866 10.19064  0.074
H 17.54314 -7.79763 6.14605  0.130
C 10.63954 -4.03739 14.65829  -0.442
H 8.05217 -9.20174 5.94671  0.115
H 7.41369 -7.79050 8.15625  0.091
N 10.21390 -2.71918 14.15156  0.047
H 10.80376 -13.38622 5.99022  0.122
H 11.43778 -10.43568 6.58068  0.100
H 8.13459 -4.17434 -1.59004  0.075
H 5.94491 -12.28295 9.31460  0.072
H 9.62930 -5.99626 14.87324  0.125
H 10.99296 -2.18769 13.76858  0.072
C 10.41361 -13.46948 7.01187  -0.207
H 15.29462 -5.49122 5.75141  0.067

Forces on atoms 1 to 3 (eV/Å):
-0.11 -1.11 -0.35
-0.17 -0.01 -0.15
0.02 -0.07 -0.47

Computed properties:
**E**: -99306.7482 eV
**Highest occupied orbital energy**: -8.067 eV
**Net charge**: 0